(1)
A molecular structure, C23H14BrClO8S2Yb, computed with wB97M-V/def2-TZVPD.

Last column: Mulliken charge in e.
Positions of all 50 atoms, in Å:
Yb -0.6285 0.2878 0.0800  1.011
O -0.0688 2.2258 -1.4252  -0.576
S -0.0114 3.1970 -0.3328  1.834
O 1.0194 4.1895 -0.4350  -0.715
O -0.0558 2.4505 0.9326  -0.555
C -1.5595 4.0859 -0.3251  -0.442
C -1.4916 5.4611 -0.4755  -0.550
C -2.6436 6.2318 -0.4157  -0.546
C -3.8700 5.6299 -0.2038  -0.577
C -3.9533 4.2532 -0.0514  -0.563
C -2.8066 3.4735 -0.1057  -0.383
S -3.0615 1.7117 0.0685  1.624
O -2.3851 1.0891 -1.0899  -0.495
O -4.4816 1.5220 0.1074  -0.659
O -2.3480 1.2396 1.2724  -0.540
H -0.5196 5.9071 -0.6316  0.541
H -2.5769 7.3066 -0.5325  0.377
H -4.7712 6.2281 -0.1569  0.373
H -4.9028 3.7633 0.1052  0.538
Br -3.4519 -1.5331 0.1396  -0.131
C -2.7099 -3.2459 0.1160  0.892
C -3.5970 -4.2666 -0.0401  -0.825
C -3.1253 -5.5955 -0.0408  -0.506
C -1.7947 -5.8249 0.1298  -0.850
C -0.8749 -4.7560 0.3031  1.026
C 0.4916 -5.0479 0.5179  -0.807
C 1.3584 -4.0247 0.7356  -1.104
C 0.9054 -2.6853 0.7012  -0.250
C -0.3912 -2.2807 0.4475  -0.825
C -1.3040 -3.3909 0.2861  0.892
H -4.6505 -4.0536 -0.1588  0.411
H -3.8224 -6.4153 -0.1646  0.362
H -1.4086 -6.8386 0.1469  0.298
H 0.8163 -6.0830 0.5220  0.306
H 2.4075 -4.2253 0.9294  0.377
H 1.6697 -1.9499 0.9081  0.394
Cl 7.9246 0.1759 -0.3018  -0.240
C 6.1783 0.1639 -0.2240  0.470
C 5.5462 0.7903 0.8376  -0.770
C 4.1621 0.7664 0.9019  -0.245
C 3.4279 0.1410 -0.0957  -0.063
C 4.0768 -0.4734 -1.1584  -0.359
C 5.4619 -0.4734 -1.2235  -0.701
C 1.9376 0.1034 -0.0111  1.139
O 1.3817 0.2740 1.1124  -0.682
O 1.2656 -0.1181 -1.0587  -0.670
H 6.1332 1.2840 1.5999  0.403
H 3.6353 1.2350 1.7230  0.481
H 3.4827 -0.9481 -1.9283  0.475
H 5.9838 -0.9574 -2.0375  0.406

frontier orbital gap (spin up / spin down): 7.8 / 7.8 eV
E_tot: -176230.1484 eV
charge: -1
E_LUMO (spin up / spin down): 2.512 / 2.512 eV
ΔE to the lowest compared entry with this formula, charge and spin: 0.567 eV
highest occupied orbital energy (spin up / spin down): -5.272 / -5.273 eV
spin multiplicity: 2

=====

(2)
2 unconnected molecules or ions with the total composition C23H14ClF4NO2S, computed with wB97M-V/def2-TZVPD.

Last column: Mulliken charge in e.
Positions of all 46 atoms, in Å:
F -1.7123 -3.1515 3.5953  -0.310
C -0.9551 -2.0373 3.8560  0.253
C -0.0594 -2.0942 4.9164  -0.553
C 0.6897 -0.9442 5.1411  0.268
F 1.5841 -0.9570 6.1819  -0.305
C 0.5324 0.2237 4.4089  -0.755
C -0.3600 0.2584 3.2989  1.055
C -0.4052 1.4059 2.4162  -0.549
C -0.9676 1.3786 1.1230  -0.159
C -1.0269 2.4124 0.1801  -0.566
C -1.6799 2.3615 -1.0999  1.030
C -1.4776 3.3790 -2.0766  -0.824
C -2.1584 3.3466 -3.2795  0.377
F -1.9864 4.3651 -4.1937  -0.301
C -3.0470 2.3256 -3.6318  -0.621
C -3.1965 1.3042 -2.6912  0.430
F -4.0646 0.2755 -3.0027  -0.306
C -2.5423 1.2900 -1.4654  -0.828
C -1.1631 -0.8998 3.0860  -0.730
H 0.0408 -2.9714 5.5280  0.489
H 1.1392 1.0985 4.6251  0.453
H 0.1223 2.3102 2.7596  0.349
H -1.4267 0.4369 0.8184  0.153
H -0.4778 3.3348 0.4053  0.359
H -0.7765 4.1812 -1.8887  0.441
H -3.6174 2.3406 -4.5563  0.464
H -2.6945 0.4582 -0.7860  0.490
H -1.9064 -0.9103 2.2962  0.565
N -5.7915 9.0489 9.9079  -0.486
C -5.2823 8.4016 9.0782  -0.020
C -4.6439 7.6109 8.0373  0.482
C -5.4268 6.8820 7.1293  -0.646
C -4.8216 6.1483 6.1058  -0.341
C -3.4274 6.1636 5.9772  0.193
S -2.6813 5.3073 4.5422  1.177
C -2.2382 3.7055 5.0103  -0.463
Cl -2.8762 2.3882 4.2248  -0.087
O -3.7649 5.2762 3.5867  -0.671
O -1.5067 6.0930 4.2275  -0.656
C -2.6318 6.8456 6.9064  -0.371
C -3.2458 7.5713 7.9325  -0.557
H -6.5184 6.8893 7.2246  0.399
H -5.4482 5.5871 5.4068  0.418
H -1.8205 3.5694 6.0121  0.466
H -1.5416 6.8303 6.8339  0.390
H -2.6392 8.1195 8.6603  0.405

frontier orbital gap: 3.4 eV
E_tot: -63885.1327 eV
charge: 0
E_LUMO: -3.500 eV
ΔE to the lowest compared entry with this formula, charge and spin: 0.131 eV
highest occupied orbital energy: -6.879 eV

=====

(3)
A molecular structure, C23H15Cl2FN2O4Pt, computed with wB97M-V/def2-TZVPD.

Last column: Mulliken charge in e.
Positions of all 48 atoms, in Å:
Pt 1.0080 2.4426 0.9825  1.256
C 2.6484 -4.2844 -2.1070  -1.348
C 2.1887 -3.1544 -3.0208  -0.248
C 1.2581 -3.6074 -4.1368  -1.048
C -0.0505 -4.1295 -3.5621  -1.087
C -0.6509 -3.1283 -2.6120  1.027
C -1.9986 -3.1283 -2.3454  -0.685
C -2.5489 -2.1908 -1.4731  0.130
F -3.8750 -2.2429 -1.2519  -0.356
C -1.7935 -1.2353 -0.8630  -1.056
C -0.4138 -1.2108 -1.1183  0.554
C 0.4060 -0.1834 -0.4939  2.056
O -0.1375 0.6645 0.2629  -1.228
C 1.7959 -0.2124 -0.7937  -0.098
C 2.2798 -1.1696 -1.6266  -0.333
N 1.5205 -2.1067 -2.2264  0.058
C 0.1612 -2.1546 -1.9851  -0.381
C 2.7150 0.8089 -0.1435  -0.055
O 3.5467 0.4238 0.6556  -0.628
O 2.4387 2.0283 -0.5112  -0.784
H 3.1412 -5.0629 -2.6904  0.381
H 1.8086 -4.7308 -1.5745  0.362
H 3.3551 -3.9138 -1.3646  0.393
H 3.0618 -2.6757 -3.4669  0.505
H 1.7560 -4.3773 -4.7265  0.419
H 1.0640 -2.7601 -4.7982  0.363
H 0.1204 -5.0747 -3.0394  0.347
H -0.7608 -4.3446 -4.3609  0.466
H -2.6540 -3.8504 -2.8158  0.524
H -2.2294 -0.4997 -0.2031  0.580
H 3.3394 -1.2242 -1.8430  0.465
Cl -2.2913 6.3217 0.2698  -0.212
C -1.9918 5.4016 1.6975  0.436
C -2.7009 5.7129 2.8657  -0.655
C -2.5076 5.0094 4.0221  0.625
Cl -3.4137 5.4188 5.4452  -0.263
C -1.5772 3.9473 4.0649  0.016
C -1.3059 3.1486 5.1953  -0.642
C -0.3825 2.1426 5.1106  -0.739
C 0.2903 1.9261 3.9008  -0.100
N 0.0590 2.6590 2.8341  -0.658
C -0.8646 3.6584 2.8817  0.470
C -1.0578 4.3717 1.6524  0.404
O -0.3871 4.0363 0.6007  -0.960
H -3.4145 6.5243 2.8347  0.448
H -1.8364 3.3424 6.1171  0.416
H -0.1552 1.5143 5.9591  0.399
H 1.0368 1.1493 3.8011  0.465

frontier orbital gap (spin up / spin down): 7.2 / 6.6 eV
E_tot: -66273.7159 eV
charge: 0
E_LUMO (spin up / spin down): -0.380 / -0.985 eV
highest occupied orbital energy (spin up / spin down): -7.603 / -7.561 eV
spin multiplicity: 3

=====

(4)
A molecular structure, C23H15Cl2N5O3Y, computed with wB97M-V/def2-TZVPD.

Last column: Mulliken charge in e.
Positions of all 49 atoms, in Å:
Y 0.0550 -0.5890 0.8134  1.676
Cl -1.4413 5.3052 -2.6584  -0.225
C -1.2069 3.6332 -2.2766  0.048
C -0.9520 3.2745 -0.9612  -0.653
C -0.7625 1.9410 -0.6171  0.055
N -0.5424 1.4692 0.6937  0.012
C -0.8821 2.1520 1.8030  0.260
O -1.2884 3.2993 1.9198  -0.740
C -0.7445 1.3094 3.0685  0.425
C -1.1400 1.8710 4.2730  -0.753
C -1.0718 1.1186 5.4301  -0.259
C -0.5838 -0.1803 5.3540  -0.747
C -0.1979 -0.6676 4.1237  0.020
N -0.2821 0.0432 2.9904  -0.227
C -0.8272 0.9398 -1.6304  -0.035
C -1.0869 1.3219 -2.9425  -0.743
C -1.2772 2.6584 -3.2630  0.106
Cl -1.6078 3.0843 -4.9063  -0.217
N -0.6596 -0.3852 -1.1988  -0.051
C -1.1487 -1.4699 -1.8805  0.316
O -1.6472 -1.4739 -3.0077  -0.781
C -1.0591 -2.7354 -1.0825  0.080
C -1.6342 -3.8894 -1.6016  -0.660
C -1.6236 -5.0612 -0.8661  -0.498
C -0.9901 -5.0531 0.4059  -0.620
C -0.4373 -3.8924 0.8636  -0.238
N -0.4669 -2.7162 0.1741  -0.201
H -0.9179 4.0316 -0.1949  0.555
H -1.5041 2.8882 4.2556  0.484
H -1.3927 1.5296 6.3777  0.442
H -0.5003 -0.8037 6.2324  0.399
H 0.2035 -1.6712 4.0325  0.425
H -1.1608 0.5650 -3.7070  0.589
H -2.0889 -3.8214 -2.5797  0.443
H -2.0844 -5.9618 -1.2488  0.413
H -0.9375 -5.9468 1.0130  0.382
H 0.0672 -3.8698 1.8280  0.332
O 2.1700 -0.5687 0.6244  -0.821
N 2.5619 0.0441 -0.4888  0.541
C 2.7086 -0.6660 -1.6236  -0.076
C 3.1672 -0.0631 -2.7687  -0.784
C 3.4736 1.2911 -2.7639  -0.115
C 3.2818 2.0061 -1.5911  -0.811
C 2.8202 1.3652 -0.4665  0.053
H 2.4294 -1.7076 -1.5548  0.499
H 3.2699 -0.6551 -3.6662  0.425
H 3.8371 1.7798 -3.6560  0.412
H 3.4753 3.0680 -1.5483  0.428
H 2.6276 1.8590 0.4739  0.433

frontier orbital gap (spin up / spin down): 3.5 / 6.4 eV
E_tot: -63776.8237 eV
charge: 0
E_LUMO (spin up / spin down): -0.959 / -0.953 eV
highest occupied orbital energy (spin up / spin down): -4.498 / -7.349 eV
spin multiplicity: 2

=====

(5)
C23H15N5O7 in the gas phase, computed with wB97M-V/def2-TZVPD.

Last column: Mulliken charge in e.
Positions of all 50 atoms, in Å:
C 1.9581 -0.7087 6.3500  -0.385
C 1.0062 -1.6981 6.0587  -0.623
C 0.8008 -2.1032 4.7428  -0.407
C 1.4687 -1.4495 3.6898  0.244
C 1.1062 -1.8612 2.2973  0.141
C 1.3392 -0.8862 1.1536  0.459
N 1.9993 -1.6905 0.0445  0.528
C 1.3488 -2.7338 -0.5010  -0.144
C 1.8240 -3.3658 -1.6572  0.309
C 3.0437 -2.8808 -2.2554  1.031
C 3.4072 -3.3848 -3.5253  -0.945
C 2.6271 -4.3502 -4.1581  -0.494
C 1.4757 -4.8716 -3.5269  -0.639
C 1.0815 -4.3947 -2.2902  -0.561
C 3.7433 -1.8721 -1.5559  -0.965
C 3.2013 -1.2916 -0.4413  -0.094
O 0.6484 -2.9866 2.1274  -0.607
C 2.4708 -0.5100 3.9847  -0.166
C 2.7090 -0.1396 5.3112  -0.798
H 2.1148 -0.3930 7.3823  0.385
H 0.4098 -2.1561 6.8504  0.370
H 0.1002 -2.9052 4.5082  0.408
H 2.0472 -0.0922 1.4150  0.321
H 0.4381 -3.0653 0.0020  0.533
H 4.3167 -2.9950 -3.9931  0.402
H 2.9144 -4.7168 -5.1440  0.407
H 0.8988 -5.6583 -4.0167  0.390
H 0.2013 -4.7812 -1.7675  0.477
H 4.6879 -1.4810 -1.9204  0.436
H 3.6742 -0.4680 0.0940  0.349
H 3.0525 -0.0816 3.1685  0.311
H 3.4681 0.6135 5.5340  0.381
O -3.1501 -2.1134 -2.9988  -0.624
N -3.1216 -2.1467 -1.7556  0.955
O -4.0069 -2.7233 -1.0782  -0.662
C -2.0666 -1.5034 -1.0018  -1.176
C -2.1799 -1.4898 0.4053  -0.305
C -1.2175 -0.8920 1.1892  -1.160
N -1.4629 -0.6723 2.5888  1.323
O -2.3147 -1.3675 3.1864  -0.710
O -0.8142 0.2470 3.1516  -0.658
C 0.0563 -0.2359 0.6739  1.104
C -0.0601 -0.0980 -0.8060  -1.178
N 0.9759 0.3112 -1.6231  0.988
O 1.9689 0.9961 -1.4425  -0.793
O 0.7261 -0.2756 -2.8833  -0.232
N -0.4532 -1.0114 -2.8789  -0.504
C -0.9295 -0.8486 -1.5998  1.257
H -3.0446 -1.9501 0.8859  0.667
H 0.0689 0.7989 1.0586  0.655

frontier orbital gap: 5.9 eV
E_tot: -45866.1297 eV
charge: 0
E_LUMO: -1.767 eV
highest occupied orbital energy: -7.629 eV

=====

(6)
A molecular structure, C23H15NTl, computed with wB97M-V/def2-TZVPD.

Last column: Mulliken charge in e.
Positions of all 40 atoms, in Å:
Tl 0.7754 -2.1167 -2.0180  0.340
C 4.2667 1.1686 -1.9072  -0.552
C 3.5851 2.3805 -1.9044  -0.663
C 2.2076 2.3863 -1.9170  -0.665
C 1.4863 1.1805 -1.9482  0.904
C 2.1501 -0.0779 -1.9682  -0.637
C 3.5536 -0.0117 -1.9345  -0.362
C 0.0288 1.1717 -1.9362  1.002
C -0.7283 2.3793 -1.9083  -0.557
C -2.0872 2.3565 -1.9008  -1.049
C -2.7645 1.1169 -1.9056  1.284
C -4.1655 1.0002 -1.9063  -0.789
C -4.7553 -0.2352 -1.9090  -0.436
C -3.9611 -1.3907 -1.9061  -0.789
C -2.5971 -1.3010 -1.9124  -0.380
C -1.9512 -0.0478 -1.9195  0.280
N -0.6037 0.0006 -1.9527  -0.256
H 5.3537 1.1563 -1.8944  0.347
H 4.1384 3.3154 -1.9129  0.360
H 1.7129 3.3526 -1.9072  0.206
H 4.1182 -0.9400 -1.9200  0.298
H -0.2177 3.3292 -1.9083  0.266
H -2.6624 3.2733 -1.9159  0.377
H -4.7627 1.9054 -1.9118  0.356
H -5.8330 -0.3225 -1.9135  0.365
H -4.4417 -2.3589 -1.9060  0.393
H -1.9769 -2.1890 -1.8967  0.100
C 0.7402 -1.7542 0.3060  -0.585
C 0.7688 -1.6051 1.5144  -0.028
C 0.7762 -1.5481 2.9235  0.090
C 1.7546 -0.8445 3.6332  -0.531
C 1.7542 -0.8538 5.0127  -0.363
C 0.7862 -1.5584 5.7120  -0.400
C -0.1865 -2.2611 5.0172  -0.404
C -0.1951 -2.2570 3.6399  -0.411
H 2.5142 -0.3019 3.0864  0.438
H 2.5165 -0.3086 5.5554  0.348
H 0.7880 -1.5607 6.7937  0.352
H -0.9412 -2.8184 5.5575  0.345
H -0.9449 -2.8095 3.0893  0.407

frontier orbital gap: 6.1 eV
E_tot: -30276.7453 eV
charge: -1
E_LUMO: 2.738 eV
highest occupied orbital energy: -3.371 eV